Here is a structure of composition C32H44Br2N6OPPbSSe2Te2 from OMol25. Energies are from ωB97M-V/def2-TZVPD.

Geometry as XYZ:
```
92
Properties=species:S:1:pos:R:3:forces:R:3:mulliken_charge:R:1
Pb 0.900521 1.446074 0.640514 -0.197 0.316 -0.222 0.831
Se 0.632665 5.174493 -0.001225 -0.050 0.077 -0.135 -0.171
Te -0.979660 6.728394 -0.779226 0.320 0.163 0.291 0.129
Te -2.585301 5.110031 -2.275306 -0.158 -0.381 -0.245 0.068
Se -1.462603 3.024887 -2.130717 -0.004 0.095 0.041 -0.132
C 2.006943 2.512545 -4.482502 0.096 -0.035 0.125 -0.759
N 2.771571 3.004852 -3.343201 -0.155 0.112 -0.223 0.250
C 3.459112 4.204202 -3.312314 -0.038 -0.177 -0.009 -0.705
C 4.003467 4.318275 -2.095552 -0.093 -0.170 0.198 -0.321
N 3.636198 3.177834 -1.369274 0.290 0.527 0.629 0.423
C 2.872652 2.367607 -2.155172 -0.079 -0.268 -0.247 -0.205
S 2.227755 0.836442 -1.858426 -0.407 -0.297 -0.705 -0.190
C 4.028660 2.917878 -0.012971 -0.030 0.139 -0.356 0.985
C 4.775623 3.838492 0.716816 -0.049 -0.031 -0.110 -0.816
C 5.176253 3.476453 1.990112 -0.010 -0.038 0.100 -0.638
C 4.831231 2.229675 2.492553 0.019 0.094 -0.046 -1.185
C 4.035680 1.418230 1.704440 0.339 0.036 0.324 -0.071
N 3.632056 1.763810 0.481337 0.321 0.019 0.501 -0.035
H 2.196224 3.173566 -5.323852 -0.011 -0.003 0.000 0.303
H 0.945859 2.503346 -4.243359 -0.053 0.020 0.033 0.242
H 2.315491 1.499104 -4.725560 0.039 -0.003 -0.004 0.325
H 3.513747 4.861962 -4.162235 -0.033 -0.049 0.023 0.445
H 4.617419 5.099432 -1.700967 0.060 0.057 0.126 0.408
H 5.031792 4.812789 0.340110 0.043 0.077 -0.153 0.314
H 5.752828 4.173079 2.585554 0.019 -0.029 -0.027 0.438
H 5.155360 1.901667 3.470481 -0.041 0.018 -0.010 0.498
H 3.686313 0.451189 2.055915 0.220 0.319 0.018 0.425
C 0.124529 -3.342514 -1.622598 0.000 -0.054 0.030 -1.940
C -1.104290 -3.476503 -0.704241 -0.087 0.029 -0.044 2.315
C -0.584300 -3.461914 0.746566 0.106 -0.006 -0.041 -2.094
C -1.796944 -4.816444 -0.991866 0.089 -0.012 0.136 -1.971
P -2.208269 -1.984362 -0.981915 0.149 -0.013 0.119 0.099
N -1.186625 -0.758985 -0.503168 0.028 0.323 -0.284 0.455
C -2.417061 -1.598077 -2.810543 0.004 -0.083 0.142 2.238
C -3.534772 -0.556488 -2.965198 0.039 0.013 -0.069 -1.983
C -1.142714 -0.967570 -3.399206 -0.029 0.034 -0.036 -1.805
C -2.778368 -2.851592 -3.619806 0.025 0.061 -0.064 -1.928
C -3.854897 -2.156897 -0.105720 0.085 -0.005 -0.030 2.248
C -3.575994 -2.622659 1.334001 -0.131 -0.088 0.016 -1.824
C -4.762506 -3.187082 -0.797397 -0.086 0.132 0.027 -1.738
C -4.603694 -0.812786 -0.030239 0.023 0.025 0.114 -1.694
H 0.850329 -4.094282 -1.305109 -0.020 -0.001 -0.019 0.633
H 0.596845 -2.364276 -1.537302 0.001 -0.012 0.026 0.287
H -0.114479 -3.543533 -2.665414 0.010 0.017 0.015 0.356
H 0.286671 -4.120613 0.793017 -0.036 0.005 0.008 0.703
H -1.310522 -3.834876 1.460492 -0.014 0.014 0.007 0.221
H -0.250712 -2.472064 1.062203 0.013 -0.041 -0.043 0.381
H -1.030262 -5.595436 -1.001842 -0.017 0.017 0.023 0.522
H -2.304481 -4.845414 -1.953191 0.023 -0.006 -0.020 0.304
H -2.510857 -5.079230 -0.211986 -0.001 0.004 -0.011 0.337
H -3.403886 0.297885 -2.298525 0.017 -0.017 -0.027 0.362
H -4.520844 -0.986966 -2.812708 -0.027 0.001 -0.009 0.275
H -3.495939 -0.178579 -3.989198 -0.019 -0.019 0.014 0.590
H -0.817344 -0.097077 -2.833623 -0.016 0.010 -0.005 0.237
H -1.390492 -0.644842 -4.414658 0.025 -0.045 0.025 0.598
H -0.308120 -1.658312 -3.464715 -0.014 0.020 0.004 0.227
H -3.641354 -3.381616 -3.223144 -0.026 -0.006 -0.014 0.345
H -1.946354 -3.550456 -3.687938 -0.005 0.019 -0.013 0.274
H -3.025743 -2.538478 -4.637430 0.016 0.003 0.023 0.519
H -3.324013 -3.680715 1.372661 -0.006 -0.002 -0.006 0.280
H -4.494144 -2.484274 1.909902 0.012 -0.043 -0.031 0.689
H -2.797023 -2.038421 1.819154 -0.030 -0.005 -0.017 0.206
H -4.307531 -4.168422 -0.894175 0.017 -0.028 0.007 0.305
H -5.085568 -2.853590 -1.782717 -0.028 0.011 0.026 0.259
H -5.660025 -3.300301 -0.183271 0.025 0.011 -0.016 0.509
H -3.967048 -0.005527 0.328800 -0.049 -0.052 -0.022 0.240
H -5.410911 -0.939811 0.695080 0.011 0.007 -0.011 0.570
H -5.060004 -0.526387 -0.968919 -0.033 -0.006 -0.037 0.342
Br 0.284424 4.329561 7.412554 -0.011 0.038 0.084 -0.126
C 0.315936 3.691056 5.647498 0.015 0.036 0.036 0.218
C 1.215094 4.221567 4.738955 0.035 0.018 -0.061 -0.762
C 1.214334 3.699093 3.457407 -0.027 -0.090 -0.053 -0.337
N 0.396659 2.722358 3.066099 -0.054 -0.117 0.225 0.216
C -0.482793 2.243064 3.950395 0.039 0.107 -0.131 -0.323
C -0.560481 2.694721 5.256407 -0.034 -0.078 -0.005 -0.741
H 1.895384 5.013745 5.018125 -0.012 -0.018 -0.008 0.456
H 1.897423 4.087379 2.705514 0.012 -0.041 0.053 0.409
H -1.163602 1.480839 3.582571 0.041 -0.025 0.024 0.467
H -1.276148 2.274705 5.948934 -0.004 0.017 -0.029 0.452
O -2.038794 0.075630 1.356991 -0.079 -0.005 0.180 -0.638
N -1.176508 0.057278 0.477628 0.037 -0.204 -0.043 0.015
Br 3.132637 -4.465054 3.591426 0.020 -0.056 0.024 -0.158
C 2.541712 -2.852799 2.798429 -0.019 0.019 0.062 -0.347
C 3.073438 -2.457542 1.582059 -0.063 0.096 -0.092 -0.556
C 2.621164 -1.277150 0.999037 -0.149 -0.325 -0.055 0.134
C 1.647819 -0.485092 1.611031 -0.193 -0.193 0.039 0.184
C 1.143307 -0.915264 2.839316 -0.032 -0.014 -0.062 -0.225
C 1.580916 -2.090750 3.441887 0.031 0.039 -0.028 -0.556
H 3.829689 -3.061496 1.097114 -0.021 -0.004 -0.001 0.509
H 3.044185 -0.980993 0.043583 0.020 0.021 0.061 0.302
H 0.370714 -0.345422 3.348363 0.057 -0.003 -0.008 0.143
H 1.185349 -2.406260 4.398595 -0.011 -0.017 -0.024 0.457
```
Forces are in eV/Å.

Properties
E_tot in Eh: -13068.63543
Relative energy (zero: lowest compared OMol25 entry of this formula, charge and spin) in kcal/mol: 32.4
Kohn-Sham gap (spin up / spin down) in eV: 5.44 / 5.44
Highest occupied orbital energy (spin up / spin down) in eV: -9.739 / -9.730
Charge: +1